No. 1
Formula: C18H54O9S4
Source: OMol25
Level of theory: wB97M-V/def2-TZVPD

Each line ends with the Löwdin charge.
Cartesian coordinates (Å):
C 4.457 -0.056 -0.907  -0.082
C 5.085 -0.734 0.274  -0.344
O 6.138 0.080 0.785  -0.071
H 3.994 0.975 -0.576  0.111
H 3.493 -0.785 -0.939  0.092
H 4.963 -0.005 -1.897  0.081
H 5.592 -1.590 0.102  0.079
H 4.371 -0.735 1.105  0.099
H 6.558 -0.534 1.337  0.040
C -2.495 0.420 4.019  -0.131
C -1.207 -0.255 4.347  -0.396
O -0.940 -1.230 3.403  -0.153
H -3.311 -0.288 3.913  0.063
H -2.367 0.944 3.129  0.014
H -2.704 1.175 4.950  0.135
H -1.410 -0.978 5.313  0.152
H -0.543 0.648 4.496  0.108
H 0.061 -1.433 3.151  0.046
C -4.284 3.296 -2.914  -0.076
C -4.396 3.551 -1.405  -0.369
O -3.515 2.777 -0.687  -0.098
H -3.235 3.289 -3.165  0.062
H -4.904 4.001 -3.407  0.055
H -4.665 2.237 -3.237  0.098
H -5.560 3.549 -1.103  0.142
H -4.054 4.572 -1.011  0.126
H -3.456 3.046 0.211  0.074
C -1.205 0.557 -0.289  -0.117
C -0.078 -0.462 -0.274  -0.272
O 0.332 -0.907 -1.642  -0.165
H -1.121 1.658 -0.559  0.059
H -1.669 0.575 0.749  0.064
H -2.023 0.398 -1.116  0.092
H -0.334 -1.347 0.290  0.085
H 0.719 0.021 0.266  0.094
H 0.945 -1.758 -1.508  0.060
C 0.802 2.431 -3.587  -0.060
C 2.097 1.643 -3.390  -0.306
O 2.877 1.703 -4.565  -0.073
H 1.043 3.408 -3.622  0.020
H -0.070 2.336 -2.943  0.055
H 0.399 2.051 -4.610  0.113
H 1.918 0.605 -3.285  0.083
H 2.759 2.137 -2.695  0.103
H 2.938 0.842 -4.913  0.048
C 1.778 -3.554 -3.788  -0.200
S 2.854 -3.813 -2.285  0.869
O 2.348 -2.877 -1.238  -0.600
C 2.335 -5.533 -1.933  -0.227
H 0.921 -4.124 -3.545  0.034
H 2.631 -3.511 -4.527  0.073
H 1.363 -2.519 -3.689  0.056
H 1.348 -5.374 -1.731  0.007
H 2.674 -5.890 -1.096  -0.024
H 2.305 -6.366 -2.707  0.109
C -4.221 -0.833 0.773  -0.267
S -5.428 -1.308 -0.454  0.848
O -6.797 -1.462 0.297  -0.580
C -5.607 0.157 -1.252  -0.335
H -3.342 -1.344 0.386  0.046
H -4.303 -1.387 1.600  -0.005
H -4.260 0.170 1.293  0.098
H -5.602 0.974 -0.648  0.003
H -6.440 0.217 -1.927  0.063
H -4.584 0.068 -1.900  0.111
C 0.943 -3.836 1.971  -0.296
S 2.247 -2.685 1.957  0.832
O 1.557 -1.505 2.679  -0.544
C 3.156 -3.456 3.192  -0.338
H 0.718 -3.944 3.059  0.060
H 1.383 -4.847 1.647  0.078
H -0.079 -3.772 1.489  0.095
H 3.579 -4.500 2.929  0.081
H 2.536 -3.734 4.178  0.119
H 4.235 -3.078 3.397  0.090
C 0.048 3.300 2.877  -0.292
S 0.812 4.922 2.709  0.753
O 2.058 5.065 3.472  -0.527
C 1.190 4.972 0.945  -0.304
H -0.721 2.997 2.019  0.090
H -0.544 2.980 3.820  0.071
H 0.815 2.610 3.005  0.008
H 1.567 5.929 0.540  0.040
H 0.398 4.678 0.050  0.114
H 2.116 4.358 0.810  0.050

Output
- ΔE to the lowest compared entry with this formula, charge and spin: 16.6 kcal/mol
- HOMO: -8.5 eV
- Calculated total energy: -81296.34846 eV

No. 2
Formula: C18H54O9S8
Source: OMol25
Level of theory: wB97M-V/def2-TZVPD

Each line ends with the Löwdin charge.
Cartesian coordinates (Å):
C -17.659 -60.841 31.484  -0.107
C -18.580 -59.722 31.930  -0.323
O -18.350 -58.521 31.217  -0.131
H -17.782 -60.816 30.545  -0.051
H -17.893 -61.998 31.944  0.166
H -16.625 -60.552 31.592  0.047
H -18.677 -59.520 33.035  0.088
H -19.678 -60.092 31.480  0.132
H -19.248 -58.135 31.141  -0.011
C -13.183 -59.338 32.397  -0.326
S -12.050 -58.078 32.626  0.835
O -12.650 -56.881 33.404  -0.573
C -11.335 -58.929 34.013  -0.248
H -13.702 -59.588 33.234  -0.011
H -12.729 -60.309 32.001  0.103
H -14.076 -58.985 31.565  0.113
H -12.049 -59.108 34.713  0.020
H -10.543 -58.182 34.350  0.090
H -10.684 -59.544 33.503  0.020
C -16.832 -63.613 29.556  -0.312
S -16.207 -65.269 29.539  0.847
O -16.715 -65.839 30.909  -0.587
C -17.229 -66.095 28.356  -0.267
H -16.719 -63.181 28.538  0.046
H -16.358 -62.817 30.314  0.095
H -17.955 -63.776 29.605  0.068
H -16.721 -67.037 28.163  0.063
H -17.268 -65.647 27.434  0.027
H -18.201 -66.262 28.526  0.020
C -16.759 -59.784 27.811  -0.243
S -15.318 -59.741 28.880  0.773
O -14.117 -60.053 28.006  -0.558
C -15.199 -58.042 29.283  -0.259
H -16.491 -58.960 27.174  0.024
H -17.672 -59.580 28.376  0.047
H -16.738 -60.596 27.081  0.063
H -15.549 -57.245 28.342  0.164
H -14.347 -57.878 29.607  -0.074
H -15.870 -58.078 30.149  0.037
C -17.062 -59.803 35.632  -0.267
S -15.768 -59.696 36.826  0.795
O -14.826 -60.800 36.642  -0.545
C -14.937 -58.180 36.242  -0.213
H -17.790 -59.380 35.921  -0.119
H -17.419 -61.006 35.568  0.148
H -16.567 -59.440 34.549  0.131
H -14.335 -57.766 36.727  -0.100
H -15.632 -57.277 36.329  0.102
H -14.542 -58.223 35.183  0.072
C -22.390 -58.367 35.798  -0.212
S -21.930 -59.989 35.077  0.855
O -20.935 -59.624 33.987  -0.604
C -21.070 -60.815 36.470  -0.248
H -22.948 -58.435 36.699  0.053
H -22.918 -57.819 35.089  0.012
H -21.478 -57.917 35.847  0.015
H -20.383 -61.591 36.226  0.037
H -22.026 -61.122 37.118  0.102
H -20.481 -60.199 37.091  0.020
C -20.580 -55.517 27.482  -0.242
S -19.460 -56.834 28.065  0.863
O -18.531 -57.092 26.865  -0.570
C -18.487 -55.707 29.099  -0.288
H -21.227 -55.181 28.179  0.002
H -21.235 -56.148 27.120  -0.028
H -20.295 -54.574 27.004  0.092
H -19.090 -55.675 30.192  0.107
H -18.094 -54.708 28.713  0.080
H -17.514 -56.223 29.021  0.003
C -23.287 -56.808 31.165  -0.224
S -21.839 -57.320 32.046  0.840
O -20.753 -57.552 30.988  -0.551
C -21.386 -55.734 32.773  -0.236
H -23.972 -56.019 31.880  0.165
H -23.673 -57.578 30.592  0.028
H -22.830 -56.136 30.641  -0.054
H -21.187 -55.057 31.914  0.075
H -20.443 -56.021 33.115  0.013
H -22.042 -55.587 33.753  0.112
C -21.859 -63.366 31.424  -0.187
S -23.210 -62.342 30.790  0.841
O -24.362 -62.291 31.689  -0.536
C -22.381 -60.808 31.095  -0.270
H -21.199 -63.249 30.713  0.004
H -22.120 -64.176 31.869  0.008
H -21.445 -62.925 32.203  0.007
H -22.953 -60.092 30.739  -0.028
H -21.469 -60.607 30.461  0.082
H -22.062 -60.866 32.160  0.049

Output
- ΔE to the lowest compared entry with this formula, charge and spin: 116.2 kcal/mol
- HOMO: -8.4 eV
- Calculated total energy: -124629.80295 eV

No. 3
Formula: C18H56N10O9
Source: OMol25
Level of theory: wB97M-V/def2-TZVPD

Each line ends with the Löwdin charge.
Cartesian coordinates (Å):
C -0.746 0.788 -0.427  -0.093
C -0.489 -0.665 -0.755  -0.286
O 0.063 -1.398 0.365  -0.119
H 0.095 1.226 0.104  0.061
H -1.661 0.909 0.151  0.084
H -0.966 1.295 -1.370  0.039
H 0.291 -0.751 -1.514  0.092
H -1.433 -1.162 -0.983  0.110
H -0.024 -0.857 1.168  0.036
C -1.245 -4.612 0.330  -0.081
C -0.964 -5.635 1.418  -0.299
O -0.302 -6.802 0.885  -0.089
H -0.357 -4.041 0.058  0.067
H -1.873 -3.834 0.786  0.057
H -1.754 -5.049 -0.526  0.071
H -1.910 -5.937 1.879  0.104
H -0.300 -5.241 2.182  0.105
H -0.981 -7.314 0.438  0.070
C -0.486 3.509 -4.276  -0.080
C -0.836 2.232 -3.535  -0.343
O -2.126 1.788 -3.925  -0.079
H -0.859 3.373 -5.287  0.079
H 0.556 3.801 -4.156  0.066
H -1.024 4.332 -3.796  0.049
H -0.748 2.331 -2.447  0.053
H -0.102 1.444 -3.761  0.116
H -2.086 0.839 -4.083  0.024
C -1.063 4.306 -0.469  -0.629
O -0.583 3.444 0.273  -0.043
N -2.404 4.558 -0.560  0.178
N -0.234 5.030 -1.273  0.174
H -2.752 5.370 -1.038  0.098
H -3.054 4.098 0.050  0.107
H -0.625 5.710 -1.895  0.096
H 0.709 4.661 -1.280  0.065
C 3.888 -1.128 -0.249  -0.652
O 3.785 -2.223 0.275  0.024
N 5.114 -0.533 -0.447  0.153
N 2.795 -0.420 -0.707  0.175
H 5.886 -1.081 -0.115  0.098
H 5.302 0.297 -0.977  0.017
H 1.899 -0.746 -0.363  0.059
H 2.905 0.411 -1.258  0.057
C -1.754 -1.782 -5.007  -0.640
O -1.770 -0.588 -5.238  0.033
N -1.424 -2.278 -3.773  0.171
N -2.055 -2.712 -5.972  0.156
H -1.215 -3.244 -3.590  0.101
H -0.956 -1.644 -3.150  0.068
H -2.150 -2.382 -6.912  0.102
H -2.136 -3.685 -5.750  0.094
C -0.775 1.002 3.310  -0.619
O -0.828 0.073 2.509  -0.003
N -0.747 2.292 2.879  0.179
N -0.835 0.802 4.665  0.165
H -0.661 3.054 3.524  0.098
H -0.783 2.436 1.875  0.050
H -0.956 -0.120 5.041  0.084
H -0.618 1.522 5.329  0.094
C 2.926 4.383 0.617  -0.048
C 3.359 3.574 -0.602  -0.415
C 4.340 2.455 -0.240  -0.165
O 4.535 1.541 -1.303  -0.318
C 5.331 2.001 -2.361  -0.074
N 2.161 3.076 -1.297  0.067
H 3.743 4.539 1.322  0.081
H 2.115 3.885 1.150  0.076
H 2.580 5.352 0.258  0.078
H 3.838 4.258 -1.308  0.125
H 4.068 1.927 0.675  0.137
H 5.311 2.933 -0.022  0.136
H 5.059 3.003 -2.710  0.093
H 5.188 1.278 -3.163  0.107
H 6.405 2.043 -2.137  0.102
H 2.415 2.303 -1.905  0.070
H 1.498 2.692 -0.623  0.050
C -4.030 -1.995 2.431  -0.056
C -3.469 -3.169 3.216  -0.424
C -2.183 -2.749 3.939  -0.231
O -1.508 -3.885 4.404  -0.195
C -0.217 -3.619 4.909  -0.099
N -4.498 -3.653 4.169  0.028
H -3.296 -1.268 2.091  0.065
H -4.832 -1.487 2.977  0.075
H -4.589 -2.383 1.572  0.080
H -3.288 -4.035 2.579  0.114
H -2.540 -2.121 4.777  0.128
H -1.600 -2.141 3.237  0.103
H 0.433 -3.243 4.111  0.093
H 0.173 -4.545 5.318  0.088
H -0.284 -2.844 5.685  0.081
H -4.034 -4.290 4.818  0.066
H -4.748 -2.881 4.789  0.062

Output
- ΔE to the lowest compared entry with this formula, charge and spin: 0.0 kcal/mol
- SMILES string: COC[C@H](C)N.COC[C@H](C)N.NC(N)=O.NC(N)=O.NC(N)=O.NC(N)=O.CCO.CCO.CCO
- HOMO: -8.9 eV
- Calculated total energy: -52904.52623 eV

No. 4
Formula: C18H56NO14
Source: OMol25
Level of theory: wB97M-V/def2-TZVPD

Each line ends with the Löwdin charge.
Cartesian coordinates (Å):
C -1.863 4.421 -0.663  -0.123
O -0.771 3.526 -0.517  -0.201
C -0.785 2.864 0.751  -0.235
C -1.176 1.378 0.588  -0.173
C -0.023 0.499 0.080  -0.187
C -0.525 -0.736 -0.753  -0.191
C -0.395 -0.422 -2.253  -0.113
C -0.549 -1.652 -3.186  -0.480
N 0.724 -2.362 -3.422  0.111
O -0.955 -1.136 -4.476  -0.045
C -1.636 -2.680 -2.732  -0.670
O -2.562 -2.912 -3.526  -0.039
O -1.548 -3.269 -1.623  -0.071
H -2.812 3.885 -0.845  0.084
H -1.938 5.070 0.226  0.082
H -1.673 5.017 -1.564  0.070
H -1.503 3.345 1.442  0.107
H 0.221 2.981 1.195  0.119
H -1.495 1.025 1.585  0.107
H -2.067 1.360 -0.072  0.094
H 0.647 1.094 -0.568  0.096
H 0.598 0.180 0.940  0.087
H 0.045 -1.616 -0.441  0.100
H -1.580 -0.861 -0.472  0.088
H 0.633 -0.036 -2.405  0.111
H -1.117 0.360 -2.537  0.125
H 1.092 -1.987 -4.291  0.066
H 1.373 -2.130 -2.674  0.032
H -0.400 -0.351 -4.593  0.075
C -1.685 -2.168 3.249  -0.146
O -1.123 -1.777 2.005  -0.125
H -1.159 -1.643 4.048  0.065
H -2.746 -1.904 3.288  0.080
H -1.569 -3.245 3.398  0.080
H -1.605 -2.256 1.318  0.085
C 1.882 -0.748 3.622  -0.135
O 1.034 0.328 3.216  -0.151
H 2.910 -0.493 3.368  0.081
H 1.803 -0.896 4.699  0.053
H 1.596 -1.664 3.095  0.081
H 0.133 0.082 3.445  0.054
C 3.989 -0.927 6.975  -0.155
O 2.751 -0.418 6.504  -0.152
H 3.903 -2.008 7.069  0.076
H 4.791 -0.692 6.269  0.077
H 4.228 -0.501 7.955  0.072
H 2.845 0.541 6.423  0.041
C -5.672 -4.535 -1.989  -0.178
O -5.036 -3.840 -0.930  -0.141
H -6.397 -5.230 -1.565  0.065
H -6.191 -3.833 -2.650  0.071
H -4.927 -5.094 -2.560  0.078
H -4.389 -3.243 -1.333  0.054
C 4.448 -1.284 -3.007  -0.159
O 3.395 -1.642 -2.122  -0.134
H 4.016 -0.784 -3.870  0.079
H 5.137 -0.604 -2.505  0.059
H 4.985 -2.180 -3.338  0.074
H 3.791 -2.081 -1.363  0.074
C -2.708 5.243 -4.648  -0.158
O -3.335 4.657 -3.515  -0.134
H -2.133 6.104 -4.312  0.075
H -2.033 4.525 -5.122  0.079
H -3.459 5.574 -5.371  0.072
H -3.838 3.897 -3.825  0.077
C -5.326 1.110 -0.852  -0.154
O -4.118 0.508 -0.412  -0.134
H -5.589 1.901 -0.152  0.074
H -5.195 1.541 -1.849  0.071
H -6.132 0.371 -0.877  0.076
H -3.898 -0.191 -1.040  0.080
C 1.580 3.065 5.286  -0.123
O 2.461 2.540 6.284  -0.137
H 1.318 2.259 4.603  0.062
H 0.671 3.452 5.754  0.079
H 2.076 3.863 4.729  0.079
H 2.687 3.259 6.881  0.078
C 2.742 -4.996 -0.798  -0.178
O 1.731 -4.039 -0.532  -0.134
H 3.645 -4.710 -0.258  0.068
H 2.427 -5.990 -0.464  0.071
H 2.956 -5.022 -1.872  0.076
H 0.940 -4.306 -1.022  0.071
C 5.230 2.714 -2.131  -0.160
O 4.241 1.719 -2.352  -0.130
H 6.095 2.478 -2.749  0.075
H 4.849 3.700 -2.410  0.074
H 5.533 2.722 -1.080  0.075
H 3.482 1.937 -1.800  0.083

Output
- Net charge: -1
- HOMO: -4.2 eV
- Calculated total energy: -49725.69046 eV

No. 5
Formula: C18H56O10
Source: OMol25
Level of theory: wB97M-V/def2-TZVPD

Each line ends with the Löwdin charge.
Cartesian coordinates (Å):
O 13.071 9.253 -19.800  -0.073
H 12.665 8.505 -20.254  0.012
H 13.885 9.423 -20.289  0.014
O 12.208 9.808 -17.272  -0.047
H 12.509 9.360 -18.071  -0.012
H 12.197 10.738 -17.504  0.027
O 15.138 9.994 -21.487  -0.044
H 15.744 10.732 -21.574  0.055
H 14.722 9.916 -22.355  0.002
O 12.098 11.945 -19.821  -0.045
H 12.809 12.172 -19.216  -0.004
H 12.232 11.009 -20.002  -0.001
C 14.662 4.766 -19.965  -0.059
C 16.124 5.157 -20.224  -0.453
C 16.284 6.511 -20.984  -0.040
O 16.793 5.390 -18.990  -0.079
H 14.103 4.594 -20.886  0.071
H 14.117 5.507 -19.381  0.062
H 14.583 3.780 -19.504  0.078
H 16.656 4.337 -20.710  0.125
H 17.286 6.931 -20.897  0.077
H 15.649 7.285 -20.553  0.055
H 16.022 6.388 -22.035  0.073
H 16.529 4.698 -18.378  0.082
C 11.853 10.515 -23.172  -0.046
C 12.944 10.741 -24.154  -0.462
C 13.594 12.112 -24.006  -0.053
O 13.995 9.775 -23.951  -0.073
H 11.225 11.403 -23.090  0.090
H 12.282 10.404 -22.176  0.067
H 11.232 9.664 -23.448  0.085
H 12.586 10.693 -25.183  0.138
H 13.068 12.845 -24.619  0.083
H 14.608 12.092 -24.409  0.077
H 13.703 12.503 -22.995  0.081
H 14.588 9.819 -24.706  0.103
C 15.568 7.275 -14.972  -0.048
C 14.748 7.930 -16.070  -0.484
C 14.986 7.404 -17.495  -0.053
O 13.362 7.678 -15.742  -0.082
H 16.609 7.577 -15.099  0.077
H 15.401 6.199 -14.989  0.083
H 15.239 7.799 -14.075  0.079
H 14.796 9.019 -16.132  0.122
H 15.931 7.831 -17.830  0.086
H 14.154 7.683 -18.141  0.051
H 14.991 6.327 -17.334  0.068
H 12.816 8.407 -16.051  0.034
C 10.686 5.244 -20.848  -0.045
C 10.607 6.749 -20.621  -0.460
C 10.536 7.143 -19.168  -0.029
O 11.810 7.298 -21.197  -0.088
H 10.815 4.986 -21.900  0.079
H 9.749 4.830 -20.476  0.084
H 11.543 4.837 -20.311  0.074
H 9.803 7.207 -21.198  0.131
H 11.494 6.970 -18.675  0.087
H 9.705 6.672 -18.644  0.096
H 10.410 8.225 -19.136  0.062
H 11.905 6.982 -22.099  0.099
C 9.140 10.294 -20.787  -0.045
C 8.811 11.845 -20.788  -0.433
C 7.298 12.095 -20.908  -0.064
O 9.257 12.293 -19.498  -0.077
H 10.099 10.136 -20.296  0.050
H 9.268 9.936 -21.811  0.058
H 8.340 9.685 -20.368  0.079
H 9.366 12.423 -21.528  0.122
H 6.741 11.623 -20.099  0.079
H 6.805 11.908 -21.862  0.073
H 7.123 13.170 -20.831  0.071
H 10.218 12.231 -19.488  0.030
C 15.383 14.110 -19.113  -0.053
C 15.003 12.741 -18.677  -0.506
C 16.217 12.083 -18.028  -0.044
O 13.898 12.829 -17.771  -0.050
H 15.817 14.522 -18.200  0.085
H 14.549 14.711 -19.474  0.092
H 16.146 14.050 -19.889  0.089
H 14.668 12.100 -19.493  0.117
H 16.614 12.717 -17.233  0.081
H 17.082 11.953 -18.680  0.083
H 16.028 11.093 -17.613  0.075
H 14.178 13.448 -17.091  0.102

Output
- ΔE to the lowest compared entry with this formula, charge and spin: 14.4 kcal/mol
- SMILES string: CC(C)O.CC(C)O.CC(C)O.CC(C)O.CC(C)O.CC(C)O.O.O.O.O
- HOMO: -9.0 eV
- Calculated total energy: -40049.39625 eV

In order of appearance, F_max = 5.848, 15.082, 2.672, 1.586, 2.208 eV/Å.